(1)
Density functional theory data (ωB97M-V with the def2-TZVPD basis set) for a cluster of 3 separate species, C3H11NO4 in total.

As for the multiplicity: 2. For the HOMO-LUMO gap (spin up / spin down), the calculation gives 9.92 / 4.60 eV. Its total charge is +1. As for the LUMO energy (spin up / spin down): -3.48 / -8.80 eV. The HOMO energy (spin up / spin down) is -13.4 / -13.4 eV. For the molecular weight, the calculation gives 125.12 g mol⁻¹. The expectation value of S² is 0.75.

```
19
Properties=species:S:1:pos:R:3:mulliken_charge:R:1
H -1.0622 -2.1982 5.2733 0.32
H -0.4457 0.4156 -3.3603 0.35
H -1.6359 0.5088 -2.1129 0.41
O -2.3390 2.0697 -0.7723 -0.64
O 2.2230 1.1306 0.4819 -0.41
C -0.5983 0.3120 -2.2439 -0.80
H 2.0954 -1.3271 -1.0200 0.35
H 2.0674 0.1551 -1.8192 0.34
H -3.2437 1.9306 -0.4964 0.32
C 1.2627 0.1614 0.1472 0.60
N 0.1931 -0.8279 -1.8042 0.12
C 1.4312 -0.5217 -1.1985 -0.53
O 0.4173 -0.1870 0.9550 -0.49
O -0.2085 -2.6992 5.3590 -0.63
H 1.9984 1.5930 1.2523 0.35
H -0.4629 -1.4297 -1.2587 0.39
H -1.7641 2.1805 0.0505 0.33
H -0.2440 1.3555 -1.9544 0.29
H 0.3158 -2.6221 4.5215 0.31
```

=====

(2)
Density functional theory data (ωB97M-V with the def2-TZVPD basis set) for a cluster of 3 separate species, C3H11NO4 in total.

As for the multiplicity: 2. For the HOMO-LUMO gap (spin up / spin down), the calculation gives 10.15 / 5.16 eV. Its total charge is +1. As for the LUMO energy (spin up / spin down): -4.73 / -9.72 eV. The HOMO energy (spin up / spin down) is -14.9 / -14.9 eV. For the molecular weight, the calculation gives 125.12 g mol⁻¹. The expectation value of S² is 0.76.

```
19
Properties=species:S:1:pos:R:3:mulliken_charge:R:1
H -2.2255 0.8543 -0.8271 0.39
O -0.9629 1.2378 1.5293 -0.44
H -0.1733 -1.6362 -2.6832 0.28
O 2.2963 0.7164 1.5683 -0.15
O -1.6831 1.1757 -1.5557 -0.61
C 1.6554 0.1600 0.6789 0.78
C -0.5252 -0.0123 1.9568 -0.46
O -1.1072 -1.6996 -2.5550 -0.62
H -1.4023 -0.8282 -2.2265 0.36
N 1.8615 0.4654 -0.6050 -0.28
H 0.0277 -1.2177 0.1004 0.27
H 0.1095 0.1648 2.8380 0.38
H 1.5038 -0.1162 -1.3453 0.20
H -1.2865 -0.7325 2.2774 0.32
C 0.4309 -0.7047 0.9933 -0.48
H -1.1981 1.2234 0.5962 0.12
H 2.6629 1.0429 -0.8313 0.27
H -0.8331 1.5455 -1.3276 0.31
H 0.8492 -1.6389 1.4182 0.34
```

=====

Most favorable structure: (1). The second most favorable one is 0.0057 hartree above it.

=====

(1)
Density functional theory data (ωB97M-V with the def2-TZVPD basis set) for a cluster of 2 separate species, C3H8NS in total.

As for the multiplicity: 1. For the HOMO-LUMO gap, the calculation gives 9.14 eV. Its total charge is +1. As for the LUMO energy: -5.18 eV. The HOMO energy is -14.3 eV. For the molecular weight, the calculation gives 90.17 g mol⁻¹.

```
13
Properties=species:S:1:pos:R:3:mulliken_charge:R:1
H 3.1694 -0.6189 -0.0784 0.24
C -0.7040 -1.4534 -0.8359 -0.01
C -1.3733 0.3359 0.6039 0.18
H -1.7226 1.9439 1.8620 0.27
H 0.0487 1.6987 1.3659 0.23
H 0.5289 -0.0204 -0.2796 -0.05
S 2.6972 0.5937 -0.4059 -0.43
N -0.4529 -0.3701 -0.2154 0.27
H -1.7248 -1.8158 -0.8670 0.25
C -0.9816 1.3741 1.3193 -0.70
H -2.3852 -0.0419 0.5753 0.29
H 2.7855 0.3414 -1.7207 0.24
H 0.1146 -1.9673 -1.3234 0.24
```

=====

(2)
Density functional theory data (ωB97M-V with the def2-TZVPD basis set) for the ion C3H8NS with charge +1.

As for the multiplicity: 1. For the HOMO-LUMO gap, the calculation gives 10.73 eV. Its total charge is +1. As for the LUMO energy: -3.58 eV. The HOMO energy is -14.3 eV. For the molecular weight, the calculation gives 90.17 g mol⁻¹. The structure (SMILES) is [NH3+]C1(S)CC1.

```
13
Properties=species:S:1:pos:R:3:mulliken_charge:R:1
H -0.1752 -1.9449 0.9824 0.33
C 0.4864 0.8201 0.8287 -0.44
H -1.0265 -1.8711 -0.5108 0.38
C 0.6081 0.7534 -0.6829 -0.54
H 1.2491 0.1728 -1.2044 0.33
H 0.3042 1.6522 -1.3380 0.25
H -2.8472 0.1870 1.1550 0.21
H 0.5112 -1.6504 -0.4934 0.32
S -2.2933 0.3019 -0.1330 -0.22
H 1.3120 0.2184 1.3466 0.23
N -0.2802 -1.5093 0.0911 -0.22
C -0.5744 -0.0017 0.0780 0.06
H 0.3608 1.7981 1.2393 0.31
```

=====

Most favorable structure: (1). The second most favorable one is 0.0185 hartree above it.

=====

(1)
Density functional theory data (ωB97M-V with the def2-TZVPD basis set) for a cluster of 2 separate species, C3H7O3 in total.

As for the multiplicity: 1. For the HOMO-LUMO gap, the calculation gives 8.60 eV. Its total charge is -1. As for the LUMO energy: 4.20 eV. The HOMO energy is -4.4 eV. For the molecular weight, the calculation gives 91.09 g mol⁻¹.

```
13
Properties=species:S:1:pos:R:3:mulliken_charge:R:1
H 0.3838 2.9099 -2.1006 0.20
H -0.7653 2.0935 -0.9776 0.23
H -1.1343 2.0312 -2.6701 0.21
O -0.1402 -0.5619 0.0316 -0.82
O 1.6795 -1.7265 0.6580 -0.72
O 0.4660 0.8833 -2.0947 -0.56
C 0.5639 -1.2178 0.8561 0.61
H 0.6120 -1.8461 2.9227 0.31
H -0.6140 -2.5394 1.9609 0.20
C -0.1372 -1.5836 2.1793 -0.93
C -0.3047 2.0736 -1.9758 -0.56
H 0.2429 0.3240 -1.2948 0.55
H -0.8525 -0.8401 2.5051 0.28
```

=====

(2)
Density functional theory data (ωB97M-V with the def2-TZVPD basis set) for a cluster of 2 separate species, C3H7O3 in total.

As for the multiplicity: 1. For the HOMO-LUMO gap, the calculation gives 7.66 eV. Its total charge is -1. As for the LUMO energy: 3.76 eV. The HOMO energy is -3.9 eV. For the molecular weight, the calculation gives 91.09 g mol⁻¹.

```
13
Properties=species:S:1:pos:R:3:mulliken_charge:R:1
O 1.7540 1.2370 0.4994 -0.70
H -0.4213 -1.6111 2.3035 0.19
H -2.0506 -1.1426 2.2798 0.19
H 0.8107 0.9669 -2.5458 0.30
H -0.2176 0.2272 -1.2281 -0.07
C 0.7204 0.5455 -1.5741 -0.58
H -1.5263 -1.2767 -0.2160 0.34
C -1.1352 -1.0838 1.6929 -0.44
H 1.5577 -0.2237 -1.4645 0.22
H -0.6177 -0.2210 1.3389 0.25
O 1.3044 2.8290 -1.0355 -0.74
C 1.4093 1.6370 -0.6266 0.56
O -1.5878 -1.8837 0.5763 -0.54
```

=====

(3)
Density functional theory data (ωB97M-V with the def2-TZVPD basis set) for a cluster of 2 separate species, C3H7O3 in total.

As for the multiplicity: 1. For the HOMO-LUMO gap, the calculation gives 8.64 eV. Its total charge is -1. As for the LUMO energy: 4.27 eV. The HOMO energy is -4.4 eV. For the molecular weight, the calculation gives 91.09 g mol⁻¹.

```
13
Properties=species:S:1:pos:R:3:mulliken_charge:R:1
C 1.0466 -0.0560 -1.2358 -0.38
H -2.6527 -0.3710 0.7886 0.35
O -0.9717 0.6824 1.1428 -0.72
H 2.6047 1.2817 -0.3773 0.30
O 0.0234 0.8685 -1.5073 -0.56
H 1.5969 0.2366 0.8070 0.29
H 0.6201 -1.0253 -0.9796 0.25
C -1.5558 -0.4228 1.0362 0.02
H 2.7991 -0.4309 -0.1992 0.27
C 2.0449 0.3843 -0.1728 -0.90
H 1.6233 -0.2349 -2.1241 0.38
H -0.4977 1.0169 -0.6905 0.34
O -1.1028 -1.5712 1.1327 -0.64
```

=====

Most favorable structure: (1). The second most favorable one is 0.0044 hartree above it.

=====

(1)
Density functional theory data (ωB97M-V with the def2-TZVPD basis set) for a cluster of 2 separate species, C3H7O3 in total.

As for the multiplicity: 1. For the HOMO-LUMO gap, the calculation gives 8.22 eV. Its total charge is -1. As for the LUMO energy: 4.32 eV. The HOMO energy is -3.9 eV. For the molecular weight, the calculation gives 91.09 g mol⁻¹.

```
13
Properties=species:S:1:pos:R:3:mulliken_charge:R:1
H -0.9420 1.4686 0.1503 0.45
H 0.5942 1.6503 -1.2203 0.24
C 0.0819 2.5520 -1.1791 -0.58
C 0.1106 -2.6141 0.9562 -1.01
O -1.0544 2.3713 -0.3579 -0.57
H 0.5792 3.2806 -0.7667 0.26
H -0.3305 -2.7940 1.8607 0.36
O 1.1922 -0.8235 -0.0356 -0.72
H -0.2799 2.6014 -2.2068 0.22
O -0.6730 -0.3665 0.9343 -0.81
H 1.0893 -3.0791 0.9426 0.27
C 0.2282 -1.1791 0.6425 0.69
H -0.5958 -3.0678 0.2798 0.21
```

=====

(2)
Density functional theory data (ωB97M-V with the def2-TZVPD basis set) for a cluster of 2 separate species, C3H7O3 in total.

As for the multiplicity: 1. For the HOMO-LUMO gap, the calculation gives 7.86 eV. Its total charge is -1. As for the LUMO energy: 3.81 eV. The HOMO energy is -4.1 eV. For the molecular weight, the calculation gives 91.09 g mol⁻¹.

```
13
Properties=species:S:1:pos:R:3:mulliken_charge:R:1
H 1.0871 -0.3443 -0.6838 0.29
H -0.4554 4.4313 0.1245 0.34
O 0.4208 2.8747 1.0369 -0.66
H 0.1072 -1.3976 1.3879 0.26
H 0.7884 -1.8639 -1.5843 0.25
C -0.4694 3.3235 0.2668 -0.03
O -1.3727 2.7168 -0.3678 -0.65
O -1.3954 -1.3655 -0.0657 -0.54
H 1.9639 -1.8400 -0.2327 0.28
C 0.9996 -1.4397 -0.5883 -0.89
C -0.1111 -1.8031 0.3812 -0.26
H -1.3633 -0.3895 -0.1479 0.34
H -0.1997 -2.9027 0.4732 0.27
```

=====

Most favorable structure: (2). The second most favorable one is 0.0214 hartree above it.

=====

(1)
Density functional theory data (ωB97M-V with the def2-TZVPD basis set) for a structure of composition C3H3Br2F.

As for the multiplicity: 1. For the HOMO-LUMO gap, the calculation gives 10.49 eV. As for the LUMO energy: 0.53 eV. The HOMO energy is -10.0 eV. For the molecular weight, the calculation gives 217.86 g mol⁻¹.

```
9
Properties=species:S:1:pos:R:3:mulliken_charge:R:1
C -1.0013 0.5242 0.3153 0.20
Br -0.4619 2.1416 -0.6301 -0.07
H 2.1475 -1.0910 -0.4157 0.27
F -1.5448 0.8974 1.5139 -0.21
Br -2.1382 -0.4153 -0.7964 -0.01
H 0.8052 -0.5359 -1.5515 0.26
C 0.3986 -0.3280 0.5316 -0.16
C 1.1399 -0.7120 -0.5301 -0.62
H 0.6551 -0.4809 1.5630 0.33
```

=====

(2)
Density functional theory data (ωB97M-V with the def2-TZVPD basis set) for a structure of composition C3H3Br2F.

As for the multiplicity: 1. For the HOMO-LUMO gap (spin up / spin down), the calculation gives 8.73 / 8.01 eV. As for the LUMO energy (spin up / spin down): -1.16 / -0.74 eV. The HOMO energy (spin up / spin down) is -9.9 / -8.7 eV. For the molecular weight, the calculation gives 217.86 g mol⁻¹.

```
9
Properties=species:S:1:pos:R:3:mulliken_charge:R:1
Br -1.0522 -2.1252 0.3182 -0.04
C -0.4457 0.6289 0.8152 0.07
H 1.1822 0.6353 -1.4437 0.40
C -0.3465 -0.4243 -0.1302 -0.03
C 0.7720 -0.2571 -1.6819 -0.74
F -0.1843 1.8965 0.3939 -0.21
H 0.8270 -1.2249 -2.0606 0.38
H -1.5431 0.5566 1.3722 0.31
Br 0.7906 0.3141 2.4170 -0.13
```

=====

Most favorable structure: (1). The second most favorable one is 0.1493 hartree above it.

=====

(1)
Density functional theory data (ωB97M-V with the def2-TZVPD basis set) for a structure of composition C6H11N3.

As for the multiplicity: 1. For the HOMO-LUMO gap (spin up / spin down), the calculation gives 7.18 / 7.68 eV. As for the LUMO energy (spin up / spin down): -0.38 / -0.42 eV. The HOMO energy (spin up / spin down) is -7.6 / -8.1 eV. For the molecular weight, the calculation gives 125.17 g mol⁻¹.

```
20
Properties=species:S:1:pos:R:3:mulliken_charge:R:1
C -1.2109 -0.3579 -0.6047 -0.87
C -0.8545 0.8646 -0.3396 0.40
C 0.5191 -1.8707 -1.3993 -1.16
H -1.3895 2.5009 0.9047 0.25
H 1.7358 1.1071 1.9315 0.27
N 0.9356 0.5489 1.6609 -0.59
C -0.0312 -1.2542 -0.2671 0.84
H -0.4871 2.9316 -0.5600 0.30
H -2.1229 -0.7679 -1.0305 0.45
C -1.2470 2.2587 -0.1519 -1.23
H 0.3829 -2.8104 0.9533 0.28
H 1.9247 0.2415 -1.3222 0.32
H 0.0738 0.8715 2.0749 0.24
H 1.5669 -2.1427 -1.4288 0.47
N 1.9745 0.6119 -0.3734 -0.92
N -0.2907 -2.0543 0.9127 -0.62
H -0.1797 -1.4923 1.7524 0.31
H -0.0256 -1.9246 -2.3327 0.29
C 0.9221 0.2855 0.2883 0.61
H -2.1962 2.4527 -0.6685 0.36
```

=====

(2)
Density functional theory data (ωB97M-V with the def2-TZVPD basis set) for an isolated molecule of C6H11N3.

As for the multiplicity: 1. For the HOMO-LUMO gap, the calculation gives 7.56 eV. As for the LUMO energy: 0.75 eV. The HOMO energy is -6.8 eV. For the molecular weight, the calculation gives 125.17 g mol⁻¹. The structure (SMILES) is Cc1nc(C)n(C)c1N.

```
20
Properties=species:S:1:pos:R:3:mulliken_charge:R:1
C 0.8619 0.6936 0.8909 0.69
N -1.5677 1.1481 1.1736 -0.42
H 1.2941 -1.1921 -2.7194 0.23
H 2.6188 1.5043 1.7853 0.31
C 1.5324 1.5206 1.9170 -1.28
N -0.5552 -0.3192 -0.4309 0.07
H -2.4062 0.1030 -1.2672 0.34
H 0.3131 -2.4542 -1.9376 0.35
C 0.7301 -0.7232 -0.7239 0.75
H -2.5021 1.0906 0.7839 0.16
H -2.2684 -1.4701 -0.4115 0.31
H 2.0020 -2.2460 -1.4835 0.35
H -1.5397 -1.2392 -2.0316 0.40
C -1.7665 -0.7627 -1.0766 -1.14
C 1.0944 -1.7072 -1.7749 -1.28
H -1.4588 1.8832 1.8678 0.20
C -0.4854 0.5750 0.6122 0.13
H 1.3044 1.1442 2.9189 0.28
N 1.5986 -0.1098 0.0550 -0.78
H 1.2000 2.5614 1.8525 0.34
```

=====

(3)
Density functional theory data (ωB97M-V with the def2-TZVPD basis set) for an isolated molecule of C6H11N3.

As for the multiplicity: 1. For the HOMO-LUMO gap, the calculation gives 9.60 eV. As for the LUMO energy: 0.84 eV. The HOMO energy is -8.8 eV. For the molecular weight, the calculation gives 125.17 g mol⁻¹. The structure (SMILES) is [H]/N=C1\CCCCC(N)=N1.

```
20
Properties=species:S:1:pos:R:3:mulliken_charge:R:1
H -0.7676 -0.3901 -1.5267 0.37
C 1.2119 0.0744 -1.0346 -0.62
C 0.6847 -0.9608 1.2713 -0.65
C -0.2309 0.5089 -1.3534 -0.82
H -0.2356 1.1707 -2.2371 0.33
H 1.6878 -0.1312 -1.9708 0.33
N -1.3934 2.4331 -0.2611 -0.40
C -0.7696 -0.5917 1.2324 0.58
H -1.5191 2.9295 -1.1498 0.22
H 0.8009 -2.0162 -0.5835 0.33
N -1.6583 -1.4840 1.5700 -0.82
C 1.3086 -1.1745 -0.1254 -0.65
N -1.1981 0.6808 0.9626 -0.60
H 0.8592 -1.8487 1.8923 0.39
H -1.8841 2.7281 0.5924 0.27
H 1.2336 -0.0969 1.7333 0.27
H 2.3554 -1.4551 -0.0309 0.34
H 1.7759 0.8983 -0.5717 0.33
C -0.8850 1.1611 -0.1886 0.58
H -1.3763 -2.4357 1.7796 0.22
```

=====

(4)
Density functional theory data (ωB97M-V with the def2-TZVPD basis set) for an isolated molecule of C6H11N3.

As for the multiplicity: 1. For the HOMO-LUMO gap, the calculation gives 9.77 eV. As for the LUMO energy: 1.09 eV. The HOMO energy is -8.7 eV. For the molecular weight, the calculation gives 125.17 g mol⁻¹. The structure (SMILES) is C[C@@H]1CNN=C[C@@H]2CN12.

```
20
Properties=species:S:1:pos:R:3:mulliken_charge:R:1
C -0.8745 -0.0785 -0.6488 0.41
C 0.2993 1.3974 0.9367 -0.56
N -0.2780 1.1605 -0.3548 -0.34
H 1.4311 2.3163 -0.6904 0.50
H 1.1240 -2.1870 1.0735 0.34
H -2.0933 -0.2063 1.2180 0.31
N 2.0970 -0.8610 0.1523 -0.70
H -2.8739 -0.9309 -0.2770 0.41
H 0.2787 0.5907 1.6281 0.29
N 0.8634 -1.2737 0.6948 -0.14
H -0.6917 -2.2835 -0.2155 0.44
C -2.2487 -0.1491 0.1218 -1.43
H 0.0998 2.3635 1.4273 0.24
C 1.1641 1.3784 -0.3098 0.03
H 3.0533 0.5147 -1.0055 0.38
H 0.4211 -1.4908 -1.2990 0.39
C 2.1461 0.2556 -0.4558 -0.34
H -1.0510 -0.0110 -1.7402 0.30
C -0.0711 -1.3402 -0.3473 -0.91
H -2.7958 0.8348 0.0917 0.39
```

=====

Most favorable structure: (2). The second most favorable one is 0.0167 hartree above it.